#w
The following is a quantum chemistry calculation of a cluster of 2 separate species, C4H14N2O in total, from OMol25.

Computed properties:
Frontier orbital gap = 11.8 eV
LUMO level = -8.40 eV

Geometry as ORCA input:
```
! RIJCOSX wB97M-V def2-TZVPD def2/J DEFGRID3
* xyz 2 1
C 1.213 -0.693 0.115
C 1.534 0.842 0.080
H -1.295 -1.103 -0.499
C 0.093 2.458 1.430
H 2.208 -1.114 0.334
H -0.566 0.931 0.243
H 1.848 1.112 -0.875
H -2.870 -0.198 1.183
H -1.132 -1.810 -1.974
H 0.887 3.029 1.931
C 0.746 -1.257 -1.178
H 2.305 1.039 0.755
N -0.696 -1.787 -1.022
H 1.329 -2.062 -1.602
H -3.155 0.431 -0.215
H 0.762 -0.430 -1.837
H -0.926 2.697 1.759
N 0.282 1.423 0.643
O -2.462 0.135 0.385
H 0.505 -0.964 0.956
H -0.610 -2.676 -0.612
*
```


#x
The following is a quantum chemistry calculation of a cluster of 2 separate species, C4H14N2O in total, from OMol25.

Computed properties:
Frontier orbital gap = 11.9 eV
LUMO level = -6.46 eV

Geometry as ORCA input:
```
! RIJCOSX wB97M-V def2-TZVPD def2/J DEFGRID3
* xyz 2 1
H -2.211 2.957 1.302
H 0.139 -0.575 -3.779
H -0.529 -1.680 1.255
C 1.356 -0.607 0.453
H 1.177 -1.431 -1.622
H -0.368 -1.281 -0.577
H -1.842 0.007 2.345
H 2.561 -1.658 -0.803
H 1.843 -1.166 1.344
N 1.867 -0.958 -0.968
H 1.195 -1.616 -4.172
H -1.568 2.799 2.771
C -0.885 0.519 0.468
C -0.155 -0.851 0.425
H -3.083 2.081 2.498
C -1.509 0.843 1.622
H 1.671 0.474 0.608
N -2.120 2.240 2.107
O 0.933 -1.073 -3.423
H -0.765 1.259 -0.230
H 2.293 -0.283 -1.626
*
```


#y
The following is a quantum chemistry calculation of a cluster of 2 separate species, C4H14N2O in total, from OMol25.

Computed properties:
Frontier orbital gap = 3.3 eV
LUMO level = -14.14 eV

Geometry as ORCA input:
```
! RIJCOSX wB97M-V def2-TZVPD def2/J DEFGRID3
* xyz 2 1
C -0.076 1.640 1.034
H 4.513 1.378 1.225
H 4.921 -0.032 1.597
H -2.464 -1.241 -2.073
H 0.497 2.533 0.486
H -0.970 0.863 -2.435
H -2.275 -0.948 0.475
N 0.392 0.307 0.400
N -1.546 0.590 -1.636
H 1.384 0.493 0.315
C -1.569 -0.889 -1.615
C -0.068 -1.147 0.594
H 0.086 1.729 2.119
H -1.122 1.766 0.761
H 0.621 -1.907 0.216
H -1.814 -2.502 -0.145
H -0.706 -1.376 -2.164
C -1.451 -1.424 -0.122
H -0.189 -1.321 1.709
O 4.288 0.423 0.998
H -2.454 1.062 -1.739
*
```


Which structure loses on stability? #y does.


#w
The following is a quantum chemistry calculation of the ion C6H11N2 with charge +1, from OMol25.

Computed properties:
SMILES = C[C@H]1C=CCNC1=[NH2+]
Frontier orbital gap = 10.8 eV
LUMO level = -3.05 eV

Geometry as ORCA input:
```
! RIJCOSX wB97M-V def2-TZVPD def2/J DEFGRID3
* xyz 1 1
C 0.393 -1.031 0.157
N 1.414 -1.775 0.428
H 2.312 1.626 0.058
C 1.561 1.228 -0.483
H -2.957 1.152 -0.037
C -0.827 1.351 0.384
H 1.045 0.771 1.432
C 0.515 0.688 0.490
C -1.979 0.768 0.125
H 1.573 -2.746 0.032
H 1.020 2.015 -0.996
H -0.825 2.370 0.609
H -0.724 -2.486 -0.209
N -0.787 -1.468 -0.135
C -2.078 -0.771 -0.120
H -2.470 -0.803 -1.164
H -2.633 -1.174 0.734
H 1.883 0.484 -1.245
H 2.271 -1.184 0.669
*
```


#x
The following is a quantum chemistry calculation of the ion C6H11N2 with charge +1, from OMol25.

Computed properties:
SMILES = [NH3+]CCc1cc[nH]c1
Frontier orbital gap = 8.4 eV
LUMO level = -3.66 eV

Geometry as ORCA input:
```
! RIJCOSX wB97M-V def2-TZVPD def2/J DEFGRID3
* xyz 1 1
C 0.637 -0.236 -1.071
H 0.723 0.382 -1.930
C -2.580 1.213 -0.138
N 1.954 -1.317 0.750
H 2.887 -1.133 1.299
H -3.431 1.816 -0.334
H -1.314 1.410 -2.015
H -2.919 0.477 1.838
H 0.498 -1.285 -1.481
C -1.637 1.019 -1.081
C -0.606 0.225 -0.353
H -0.671 -0.405 1.828
C 1.934 -0.104 -0.262
H 2.071 -2.198 0.301
H 1.108 -1.306 1.381
N -2.342 0.580 1.073
H 2.810 0.036 -1.095
H 1.950 0.850 0.411
C -1.072 -0.024 0.879
*
```


Which structure loses on stability? #x does.